Record 1
The following is a DFT calculation (ωB97M-V/def2-TZVPD) of a molecular structure, C14H42BCaO13S2 in a non-equilibrium geometry.

```
73
Properties=species:S:1:pos:R:3:forces:R:3:lowdin_charge:R:1
H 3.950728 -3.457828 0.520868 -0.30 -0.79 -0.19 0.1019
H -1.511344 2.643728 -2.708697 0.44 0.45 0.38 0.1162
H -0.598001 4.229803 -4.374378 0.55 0.09 1.41 0.1201
C -0.248946 4.328134 -3.296228 -1.83 -0.15 -0.10 -0.0652
C -3.078729 -2.409189 -5.757888 0.86 1.14 0.87 -0.1276
C 4.744989 2.349166 -1.846400 -0.39 0.13 1.09 -0.0489
O 2.589554 1.463165 -1.001718 0.64 0.02 -0.32 -0.2291
H 3.327554 3.313732 -0.447117 0.29 -0.16 -0.03 0.1143
C 1.481497 1.615793 4.183194 -0.88 0.58 0.88 -0.1272
C -3.182799 -2.855202 -4.320243 -0.53 0.62 0.12 -0.1257
H 0.235362 3.911920 -0.882807 -0.27 -0.24 -0.33 0.1028
H 0.155891 2.278610 -2.986983 0.34 -0.39 0.22 0.1042
H -3.987797 1.997430 0.594271 -0.03 0.01 0.35 0.0773
H 4.494890 -2.583762 2.630955 -0.22 0.85 0.22 0.0841
H 3.151940 1.001833 3.025175 -0.18 0.19 -0.44 0.0736
C -3.803603 2.140927 1.669133 1.50 0.33 -0.34 -0.0308
H 1.838348 2.607880 4.482200 0.24 -0.05 -0.14 0.0928
H -3.891994 -2.611039 -6.406333 -1.00 -0.20 -0.29 0.1227
H -4.403924 2.985419 2.011498 0.27 0.10 -0.03 0.0754
H 5.354593 2.014131 -0.996108 -0.01 0.03 -0.38 0.0952
B 0.036185 -1.237042 0.257170 -0.36 -2.94 0.14 0.1225
H 3.328904 -6.554791 -7.362247 -0.02 0.03 0.05 -0.0886
H 1.666018 0.932958 5.025937 0.01 0.19 -0.54 0.0535
H -1.691249 0.527782 1.995396 0.20 -0.08 -0.07 0.0659
O -0.249770 -2.718368 4.716103 0.45 -1.37 -1.05 -0.1910
O -2.907203 -0.955448 -5.670351 0.43 -0.83 -0.93 -0.1913
O 3.307976 -1.635480 -0.291381 -0.82 -0.22 -0.81 -0.1349
H -5.132082 -7.049437 -3.749054 -0.14 0.31 0.00 -0.0378
H 2.427235 -2.042824 -0.241553 0.29 0.03 -0.14 0.0167
H 5.244179 3.156063 -2.357185 0.02 0.64 0.19 0.0827
S -3.400054 -0.291178 -4.299535 2.15 -2.72 -2.80 0.5059
H 2.902623 -0.565456 4.249640 0.04 -0.43 0.13 0.1138
H -3.924411 -3.689037 -4.259615 0.86 0.66 0.63 0.1365
O 1.790460 2.123766 1.828461 -0.13 0.24 0.20 -0.2343
Ca 0.539518 1.077139 0.194020 0.61 3.25 -0.27 1.2584
C 3.969925 -1.840593 1.994410 0.60 -2.63 -0.82 -0.1052
O -4.499082 0.504898 -4.553323 -2.91 1.09 0.12 -0.1796
H -7.739647 -2.595355 -3.608870 0.19 -0.27 -0.01 0.0064
H -3.241762 -3.910959 4.390123 0.24 0.33 0.25 0.1337
C 2.073156 1.156100 2.903142 0.58 -0.47 -0.09 -0.3495
H 1.650312 3.005057 2.213323 0.18 -0.44 0.04 0.1088
H 2.748167 3.183666 -2.074615 -0.37 0.43 -0.85 0.0877
S -0.945541 -1.428366 4.211431 -1.03 -1.40 2.02 0.5370
C -2.231011 2.399671 1.849295 -2.62 0.22 -0.31 -0.2542
O -1.471876 1.292578 1.439716 0.51 -1.43 0.36 -0.2350
O -0.237770 3.093987 -1.110242 0.28 0.13 0.11 -0.1807
H -0.608653 -4.167593 3.182271 0.32 0.01 0.78 0.1256
O -0.849680 -1.223663 2.817260 0.41 0.25 -2.04 -0.3158
H 0.402822 1.705823 4.058160 -0.15 -0.03 0.16 0.0641
H 4.369927 -0.852414 2.093860 0.20 0.45 0.12 0.0452
H -0.797585 -4.709688 4.927460 -0.64 0.69 -0.51 0.1446
C -2.453117 -3.322035 3.911942 0.11 -1.45 -0.12 -0.1653
H 0.762067 4.670907 -3.244871 0.77 0.09 -0.12 0.0592
O -3.700761 -1.676761 -3.659640 -1.47 -0.16 1.94 -0.2239
C 3.342345 2.688443 -1.344725 0.02 -0.72 0.54 -0.2296
H 4.699238 1.590900 -2.595977 -0.16 -0.86 -0.43 0.0752
C 4.165008 -2.414227 0.550931 -0.09 2.37 1.27 -0.2619
C -0.486717 3.031441 -2.543610 -0.24 -0.61 -1.00 -0.2816
H 2.909008 -1.880815 2.264282 0.19 0.12 -0.04 0.0343
H -1.980607 2.764602 2.838377 0.11 -0.27 0.35 0.1156
O -2.401761 -2.037163 4.486046 -0.51 1.51 -0.01 -0.1842
H -2.210950 -2.938305 -6.097727 0.74 0.46 -0.92 0.1253
H -4.178032 1.267254 2.201435 0.32 -0.12 0.12 0.0692
H -1.914709 3.116251 1.133271 -0.12 1.21 -0.45 0.0874
H 5.172512 -2.234158 0.174063 0.01 -0.14 0.16 0.1142
H -2.182933 -2.986794 -3.861820 -0.69 -0.62 -0.35 0.1424
H 3.160782 0.702349 -1.207864 -0.21 0.07 0.22 0.0785
H -2.736939 -3.283934 2.826133 0.73 0.10 0.87 0.1395
O -0.615461 -0.382509 5.080672 -0.29 0.70 0.53 -0.1775
H -0.885664 5.059155 -2.788154 0.05 0.34 -0.40 0.0839
C -0.992489 -3.905450 4.187018 0.12 0.68 -0.86 -0.0592
H 1.646508 0.172460 2.600886 0.14 0.49 -0.03 0.0598
O -2.265568 0.341942 -3.772274 1.61 0.57 1.70 -0.2381
```
Positions in Å, forces in eV/Å.

Properties
charge	+1
strongest force on any atom	4.45	eV Å⁻¹
HOMO level	-7.84	eV



Record 2
The following is a DFT calculation (ωB97M-V/def2-TZVPD) of C6H8OS in the gas phase in a non-equilibrium geometry.

```
16
Properties=species:S:1:pos:R:3:forces:R:3:nbo_charge:R:1
H 1.240629 2.168787 -0.883311 -1.32 -1.25 1.23 0.2037
H -1.238702 0.074289 1.317357 -0.05 -0.73 0.71 0.2225
H -1.363388 -2.619380 0.606195 -0.57 0.93 0.28 0.2480
C 0.564327 1.609679 -0.134119 0.37 0.83 1.54 0.1697
H -1.401159 2.207667 2.060377 1.55 -0.33 0.39 0.1682
C 0.816966 -0.436623 -1.397862 -2.22 -1.21 -0.60 -0.5136
C -0.251077 2.151707 2.167203 -1.35 -0.53 -0.64 -0.2525
C -0.909648 -1.709433 0.204702 0.23 -2.76 -0.32 -0.3539
O 0.331013 2.456666 0.939675 0.77 0.90 -2.48 -0.5293
H 0.072816 3.023258 2.763674 -0.15 -1.04 0.45 0.2074
S -0.070569 -2.090423 -1.214465 1.63 -0.57 -2.32 0.2368
C -0.654403 -0.520770 0.634053 -0.51 3.98 1.09 -0.2850
H 0.551190 -0.006653 -2.361529 -1.07 0.22 0.00 0.2200
C 0.217341 0.311256 -0.193399 1.94 0.60 -1.69 -0.1646
H 0.079187 1.109637 2.417466 -0.30 1.18 0.78 0.1910
H 1.839387 -0.599049 -1.689664 1.03 -0.22 1.59 0.2315
```
Positions in Å, forces in eV/Å.

Properties
energy above the lowest of the compared OMol25 structures with the same formula, charge and spin	65.6	kcal per mole
SMILES	CO/C=C1\C=CSC1
strongest force on any atom	4.16	eV Å⁻¹
HOMO level	-7.31	eV